DFT (ωB97M-V with the def2-TZVPD basis set) results for a structure of composition C24H48AsIrN2S4Si2.

- <S²> = 1.2198
- energy (eV) = -151394.2123
- E_HOMO (alpha / beta) (eV) = -16.3 / -16.4
- orbital gap (alpha / beta) (eV) = 5.182 / 5.681

Structure (ORCA input):
```
! RIJCOSX wB97M-V def2-TZVPD def2/J DEFGRID3
* xyz 3 2
Ir -0.54311 -0.70061 -0.41065
C -0.01521 3.28959 1.69475
Si 1.32359 2.91699 0.37395
C 2.37239 4.42409 -0.10435
C 2.50909 1.63289 1.13725
C 0.39409 2.16519 -1.13655
C -1.04421 2.23879 -1.06505
C -1.70321 3.47299 -1.21285
C -3.07951 3.52079 -1.20955
C -3.79021 2.33359 -1.05435
C -3.07991 1.16519 -0.85935
N -1.74831 1.10789 -0.87385
Si 1.09829 2.19409 -2.93715
C -0.43821 1.69769 -3.97375
C 1.70319 3.89879 -3.52035
C 2.50459 0.92199 -3.07665
H 0.45569 3.63259 2.61065
H -0.61521 2.41079 1.92925
H -0.69191 4.07669 1.37745
H 2.66539 4.96199 0.79415
H 1.86599 5.12939 -0.75315
H 3.28749 4.11719 -0.59925
H 3.01969 2.09749 1.97515
H 3.26919 1.32979 0.42845
H 1.99719 0.74269 1.48875
H -1.11001 4.36459 -1.33735
H -3.60261 4.45859 -1.32425
H -4.86801 2.31959 -1.06445
H -3.60731 0.23949 -0.68175
H -1.19291 2.47589 -3.91985
H -0.87961 0.76249 -3.64125
H -0.15171 1.58999 -5.01435
H 1.04489 4.70769 -3.22195
H 1.74179 3.91049 -4.60745
H 2.70349 4.12379 -3.16445
H 2.24079 -0.03741 -2.64545
H 3.41149 1.28619 -2.60765
H 2.73509 0.75699 -4.12565
C -3.31271 -3.39021 0.64595
C -3.75611 -3.03201 -0.76665
S -2.64421 -1.92471 -1.72735
C -1.92331 -3.07501 -2.95285
C -1.08071 -4.15091 -2.31225
S 0.34129 -3.39571 -1.45025
C 0.44659 -4.48001 0.00505
C -0.57281 -4.15081 1.08535
S -2.23381 -4.86021 0.77165
H -4.20261 -3.66771 1.21375
H -2.82891 -2.54611 1.13885
H -4.68941 -2.47141 -0.69255
H -3.94781 -3.91821 -1.37175
H -1.33041 -2.45201 -3.62425
H -2.74481 -3.51241 -3.52165
H -0.68181 -4.82091 -3.07525
H -1.64581 -4.73361 -1.58035
H 1.45599 -4.34481 0.39385
H 0.33639 -5.50651 -0.33815
H -0.67321 -3.06771 1.20905
H -0.22961 -4.60101 2.02025
C 4.95689 -1.60221 0.38575
C 3.97089 -1.43511 -0.77925
C 2.61989 -1.25581 -0.38195
N 1.51749 -1.09071 -0.07795
H 5.96419 -1.63681 -0.01885
H 4.77829 -2.52731 0.92745
H 4.89469 -0.76601 1.07665
H 4.01529 -2.31291 -1.43295
H 4.25429 -0.56271 -1.37965
C 0.97699 0.13849 4.24075
As -0.89781 -0.32071 3.99205
C -1.18951 -2.04451 4.84775
C -2.02271 0.99959 4.85645
S -1.64091 -0.52371 1.97205
H 1.20209 0.04589 5.30315
H 1.16179 1.16299 3.92235
H 1.62079 -0.54201 3.68215
H -1.14941 -1.91401 5.92995
H -0.41231 -2.75071 4.54475
H -2.17081 -2.44171 4.57535
H -1.81231 0.99529 5.92775
H -3.07631 0.75659 4.69825
H -1.82591 1.99319 4.45045
*
```

Mulliken population analysis, charges in e, atoms 1 to 6: Ir 0.970; C -0.823; Si -0.281; C -1.139; C -0.340; C 0.349